[1]
Entry from the OMol25 dataset: 10 unconnected molecules or ions with the total composition C23H66N6O10 (ωB97M-V with the def2-TZVPD basis set).

The geometry in XYZ format:
```
105
Properties=species:S:1:pos:R:3:forces:R:3
O 12.030 9.209 -12.521 0.009 0.330 0.364
O 14.772 7.702 -16.374 0.929 -0.618 2.301
O 16.656 4.555 -12.405 -1.010 -1.347 2.571
O 15.191 -0.513 -11.153 -0.351 -1.625 1.867
O 14.415 3.767 -19.999 -0.008 1.568 -1.039
O 9.262 2.498 -11.292 -1.387 -2.413 1.388
O 13.419 1.374 -19.127 -0.429 -1.436 0.677
O 8.969 4.503 -19.775 -2.067 1.469 -1.119
O 12.499 2.044 -16.566 -0.809 -1.224 0.907
O 8.998 1.586 -15.751 -0.240 0.457 -0.053
N 13.240 7.476 -17.966 -1.983 -1.528 0.094
N 13.739 9.176 -13.917 4.607 2.477 -1.404
N 14.802 8.943 -18.242 1.047 2.120 -1.488
N 10.306 2.770 -19.637 1.068 -1.671 0.040
N 12.182 7.709 -14.124 -1.345 -4.066 -3.600
N 10.382 4.347 -18.031 0.518 -0.374 -0.024
C 16.469 6.311 -13.778 0.073 1.248 -1.455
C 15.578 0.237 -19.199 1.360 0.052 -0.552
C 9.805 3.889 -19.180 -0.202 1.970 0.878
C 13.552 -0.896 -18.295 -0.252 -0.009 0.041
C 13.672 4.437 -21.072 -0.509 -0.436 0.628
C 14.420 1.371 -12.287 0.742 0.217 -1.505
C 14.302 8.043 -17.424 0.416 0.089 -0.466
C 17.178 3.942 -14.601 -0.291 0.720 -1.319
C 9.913 -0.421 -16.746 -0.341 0.572 -0.014
C 12.961 3.362 -21.776 -0.229 -1.736 -1.067
C 15.466 0.246 -12.266 -0.463 1.493 0.802
C 11.004 4.026 -10.697 0.663 -0.555 0.139
C 7.411 -0.141 -16.167 -0.123 -0.458 -0.036
C 10.601 3.069 -13.026 1.731 -1.149 -1.223
C 13.519 4.055 -16.118 1.606 0.575 1.566
C 12.641 5.396 -20.548 -0.398 1.126 0.447
C 15.490 -0.655 -13.481 0.556 1.154 -0.193
C 17.226 5.045 -13.547 0.459 -0.122 -0.279
C 12.622 8.741 -13.497 -3.719 0.925 4.845
C 13.463 2.588 -15.690 0.025 1.850 -1.494
C 14.065 0.078 -19.341 0.705 0.980 0.439
C 10.016 3.535 -11.748 -0.525 1.905 -0.336
C 8.855 0.187 -15.807 0.007 -0.921 0.058
H 12.318 3.716 -22.581 0.155 0.096 -0.022
H 14.891 4.537 -19.679 0.581 -0.390 0.886
H 14.324 5.024 -21.718 0.517 -0.469 -0.065
H 12.400 5.319 -19.487 0.139 -0.442 -0.016
H 14.264 9.037 -19.091 0.984 0.618 -0.056
H 14.192 9.777 -13.244 0.276 0.044 -0.618
H 10.907 -0.204 -16.353 0.065 0.168 0.005
H 9.274 4.302 -11.968 0.329 0.913 -0.104
H 16.169 -0.522 -19.711 -0.500 -0.485 -0.394
H 12.694 7.537 -14.977 -0.388 -0.813 0.002
H 13.649 2.615 -22.173 0.165 0.054 -0.276
H 14.335 4.437 -15.506 0.177 0.721 -0.070
H 11.052 2.425 -19.050 0.006 -1.288 -0.996
H 15.424 6.178 -14.058 0.062 -0.384 -0.245
H 9.803 0.096 -17.699 0.161 -0.207 -0.286
H 15.744 0.015 -14.303 -0.119 -0.369 -0.574
H 10.003 5.175 -17.594 0.186 -0.518 0.095
H 8.830 2.764 -10.477 -0.140 -0.098 0.092
H 14.537 -1.162 -13.633 0.024 0.139 0.007
H 14.214 8.679 -14.657 0.586 0.296 0.225
H 13.853 2.098 -19.584 0.513 0.166 -0.190
H 13.557 0.938 -12.792 -0.482 0.483 0.364
H 13.047 1.735 -17.291 -0.384 -0.340 -0.960
H 13.887 -0.213 -20.376 -0.321 -0.258 0.042
H 11.591 3.504 -13.164 0.045 0.086 -0.290
H 10.535 4.474 -9.821 -0.243 0.568 -0.356
H 15.681 9.411 -18.075 -0.435 -0.009 -0.068
H 10.065 3.063 -13.975 -0.655 1.110 0.343
H 15.952 1.144 -19.673 -0.315 0.316 -0.021
H 11.441 7.078 -13.854 0.126 0.731 0.142
H 11.030 3.680 -17.637 -0.030 0.688 1.057
H 13.000 6.414 -20.699 -0.222 0.208 -0.044
H 16.981 6.855 -14.571 -0.303 0.137 -0.351
H 14.821 2.190 -12.885 -0.014 -0.124 -0.782
H 13.809 4.241 -17.152 -0.178 -0.439 -0.149
H 17.802 3.090 -14.334 -0.180 -0.047 0.175
H 12.666 4.680 -15.851 -0.378 -0.415 -0.019
H 6.654 0.129 -15.431 0.387 0.543 0.280
H 12.515 -1.216 -18.401 -0.045 0.219 -0.258
H 16.000 -1.018 -11.043 -0.224 -0.510 0.568
H 7.086 0.290 -17.115 0.234 -0.036 -0.127
H 16.420 7.024 -12.955 0.440 -0.505 0.467
H 16.426 0.685 -11.993 0.552 0.387 -1.048
H 17.189 3.834 -12.063 -0.063 -0.164 0.123
H 12.330 2.800 -21.087 -0.100 0.284 0.124
H 7.302 -1.225 -16.195 0.147 -0.154 -0.385
H 16.293 -1.383 -13.368 -0.055 -0.113 -0.096
H 9.856 2.413 -20.468 0.619 -0.448 0.350
H 11.534 3.198 -10.227 0.051 -0.527 -0.367
H 18.269 5.252 -13.311 0.363 0.395 -0.372
H 16.074 0.195 -18.229 -0.855 0.255 0.610
H 16.155 3.652 -14.840 -0.151 -0.339 0.718
H 9.929 1.819 -15.709 0.259 -0.124 -0.071
H 13.634 -0.412 -17.321 0.046 -0.001 0.097
H 14.217 1.972 -11.401 -0.146 -1.086 0.620
H 11.799 4.639 -11.123 -0.292 0.455 0.110
H 11.703 5.258 -21.087 -0.017 0.243 0.047
H 9.870 -1.502 -16.877 -0.378 0.020 0.026
H 12.759 7.905 -18.743 -0.241 -0.790 0.337
H 13.319 2.514 -14.613 -0.712 -0.362 -0.210
H 13.010 6.615 -17.491 -0.860 0.140 -0.538
H 14.162 -1.798 -18.254 0.104 0.044 -0.171
H 14.427 2.134 -15.918 0.244 -0.094 0.197
H 10.736 1.989 -12.986 0.469 -0.239 0.634
H 17.482 4.262 -15.597 0.625 0.333 0.011
H 9.048 -0.263 -14.833 -0.050 0.119 0.454
```
Forces are in eV/Å.

Summary:
Total charge: 0
F_max (hartree/bohr): 0.120
SMILES: NC(N)=O.NC(N)=O.NC(N)=O.CC(C)O.CC(C)O.CC(C)O.CC(C)O.CC(C)O.CC(C)O.CCO
LUMO (eV): 0.0
Calculated total energy (hartree): -1996.83013

---

[2]
Entry from the OMol25 dataset: 2 unconnected molecules or ions with the total composition C4H10NO2 (ωB97M-V with the def2-TZVPD basis set).

The geometry in XYZ format:
```
17
Properties=species:S:1:pos:R:3:forces:R:3
O -1.110 0.800 0.917 -0.007 0.307 0.004
O 1.082 2.631 -1.705 -0.021 0.165 -0.343
N -1.165 -2.762 -0.057 0.084 0.043 -0.293
C 1.201 2.093 -0.450 -0.011 0.262 0.158
C -1.059 -0.263 0.099 0.114 -0.101 -0.089
C 2.349 1.597 -0.008 -0.139 0.148 -0.124
C -1.247 -1.598 0.841 -0.105 -0.045 0.238
H -0.070 -0.382 -0.452 -0.119 0.034 0.042
H -0.276 -2.733 -0.545 -0.033 0.040 -0.011
H -2.232 -1.590 1.317 -0.019 0.003 -0.063
H -0.508 -1.619 1.655 0.032 -0.009 -0.058
H 3.252 1.585 -0.605 -0.007 -0.034 -0.049
H -1.819 -0.254 -0.725 -0.035 -0.066 0.002
H 0.281 2.107 0.140 0.014 -0.507 0.134
H 2.348 1.168 0.979 0.089 -0.062 0.148
H 0.156 2.859 -1.846 0.167 -0.141 0.123
H -1.185 -3.638 0.445 -0.005 -0.037 0.181
```
Forces are in eV/Å.

Summary:
Total charge: -1
F_max (hartree/bohr): 0.010
Energy relative to the best compared isomer or geometry (same formula, charge and spin) (eV): 3.424
LUMO (eV): 3.9
Calculated total energy (hartree): -363.59859

---

[3]
Entry from the OMol25 dataset: 2 unconnected molecules or ions with the total composition C4H15N3O (ωB97M-V with the def2-TZVPD basis set).

The geometry in XYZ format:
```
23
Properties=species:S:1:pos:R:3:forces:R:3
O -1.648 -2.082 -1.026 0.266 1.446 0.333
N 0.634 -0.544 0.818 -0.487 -0.079 -0.822
N 1.628 -0.342 2.902 0.320 0.242 -1.400
N -1.862 0.858 -1.690 -1.573 -0.573 1.811
C 1.046 0.746 0.220 1.455 -0.395 1.364
C -0.672 1.806 -1.443 -1.759 0.467 -0.178
C 0.567 0.994 -1.177 0.854 1.406 -0.957
C 1.099 -1.063 1.940 -2.289 -0.739 0.571
H -0.989 -2.636 -1.451 -0.501 -0.725 0.015
H 0.926 1.584 0.935 -0.538 -0.259 -0.522
H -1.955 0.249 -0.860 0.138 0.310 0.056
H -2.389 -2.559 -0.631 0.382 -0.563 -0.322
H -0.998 2.473 -0.582 0.452 -0.964 -0.959
H 1.769 0.639 2.679 0.289 -0.178 0.580
H 0.647 0.101 -1.805 -0.143 0.027 0.073
H 0.722 -2.106 2.118 1.000 0.958 0.117
H -1.890 0.083 -2.375 0.640 0.965 -0.628
H -0.034 -1.104 0.261 0.712 0.067 0.550
H 1.330 1.677 -1.590 0.076 -0.476 0.092
H -2.784 1.342 -1.686 0.710 -0.077 -0.541
H 2.034 -0.719 3.742 0.001 -0.198 0.120
H -0.616 2.474 -2.334 0.177 -0.735 0.586
H 2.139 0.652 0.126 -0.181 0.074 0.061
```
Forces are in eV/Å.

Summary:
Total charge: +2
F_max (hartree/bohr): 0.048
Energy relative to the best compared isomer or geometry (same formula, charge and spin) (eV): 0.914
LUMO (eV): -6.7
Calculated total energy (hartree): -400.31988

---

[4]
Entry from the OMol25 dataset: 4 unconnected molecules or ions with the total composition C32H69N4O4PS (ωB97M-V with the def2-TZVPD basis set).

The geometry in XYZ format:
```
111
Properties=species:S:1:pos:R:3:forces:R:3
S -0.361 -0.079 -1.299 0.300 0.534 0.597
P -2.191 -0.662 -2.363 -1.309 -0.261 -1.081
O 0.125 -1.655 2.587 0.302 0.525 -0.434
O -3.210 -0.847 -1.099 1.416 -0.035 0.313
O 5.581 -0.325 -0.089 0.112 -0.520 0.265
O -6.826 3.834 -2.112 -0.278 -0.125 0.520
N 6.237 0.337 0.807 -0.950 0.611 -1.672
N -1.900 -2.227 -2.943 -0.409 0.219 0.770
N 0.528 -1.588 3.811 -1.370 -1.250 -0.765
N -7.193 2.720 -2.651 1.009 1.432 -0.703
C 8.530 1.208 1.288 -0.104 0.113 0.248
C -7.383 3.393 -5.042 0.483 -0.022 -0.078
C 1.867 -1.741 -1.450 0.484 0.206 -0.451
C 0.900 -0.802 -3.694 -0.754 0.603 0.198
C 1.364 -3.956 -2.562 -0.116 0.258 -0.384
C 2.401 -2.870 -2.325 -0.242 -0.412 0.474
C 7.144 2.214 -0.556 -0.438 0.261 0.019
C 7.470 0.929 0.208 1.435 0.123 0.457
C -0.042 -0.493 5.987 0.224 -0.124 0.115
C 5.037 2.529 0.770 0.173 0.108 -0.421
C -8.138 2.981 -3.777 -1.265 -0.648 -0.473
C 5.309 1.241 1.550 -0.065 0.395 1.524
C 1.255 -2.842 4.183 1.339 -0.240 0.782
C 0.279 -3.961 4.552 -0.486 0.055 0.004
C -5.289 2.291 -4.210 -0.121 0.313 -0.291
C -0.587 -1.130 4.697 -0.075 1.002 1.111
C 2.227 -2.588 5.354 -0.100 0.121 0.157
C 6.312 3.201 0.261 -0.037 -0.103 -0.033
C -6.243 2.438 -5.395 0.009 0.037 0.087
C -5.018 1.982 -1.752 0.052 0.437 0.225
C -1.526 -2.289 5.038 0.079 -0.489 -0.091
C 5.870 1.593 2.944 0.207 0.040 0.004
C -5.994 1.872 -2.918 0.252 -1.492 0.127
C 8.125 -0.069 -0.740 -0.259 -0.278 -0.258
C -0.789 -3.523 5.552 0.037 0.027 -0.084
C -9.017 1.750 -4.061 0.144 -0.250 0.013
C 1.173 -0.575 -2.216 0.359 -1.226 0.329
C -9.116 4.085 -3.394 0.131 0.355 0.252
C -6.379 0.379 -2.996 -0.161 -0.031 -0.149
C -1.381 -0.021 4.016 -0.040 -0.007 -0.462
C 4.000 0.514 1.812 -0.355 -0.337 -0.254
C 2.131 -3.298 3.021 -0.161 0.113 -0.414
H 0.414 -3.548 -2.887 -0.240 0.093 -0.148
H -8.087 3.455 -5.873 -0.100 -0.008 0.054
H -5.499 1.726 -0.807 -0.024 -0.001 -0.011
H 2.705 -1.322 -0.909 0.149 0.262 0.218
H 1.545 -3.610 2.158 -0.035 0.093 0.011
H 0.518 -1.173 6.621 -0.011 -0.008 -0.051
H 6.326 0.722 3.413 0.033 -0.012 -0.026
H 4.475 3.215 1.406 -0.014 -0.064 0.084
H 4.394 2.301 -0.088 0.038 -0.096 -0.006
H -4.596 2.980 -1.661 -0.127 0.031 0.014
H -9.869 4.187 -4.174 0.004 -0.124 -0.070
H 3.193 -3.342 -1.759 0.438 0.024 0.067
H -2.113 0.381 4.715 0.043 -0.033 0.121
H -0.731 0.796 3.703 0.032 -0.018 0.001
H -2.792 -1.369 -0.388 -0.654 0.040 0.045
H 2.727 -4.153 3.334 0.004 -0.002 0.119
H 2.813 -2.506 2.707 -0.013 0.007 0.004
H 7.523 -0.259 -1.626 -0.087 -0.022 0.073
H -2.100 -2.565 4.147 0.082 0.047 -0.067
H -0.870 -0.126 6.592 -0.084 0.021 -0.106
H 1.753 -0.477 -4.264 0.427 -0.163 -0.175
H 6.598 2.400 2.927 0.034 -0.052 -0.029
H 1.231 -2.192 -0.702 -0.350 -0.055 0.233
H -9.627 3.854 -2.459 0.033 -0.020 0.021
H 5.065 1.935 3.594 -0.104 -0.040 -0.082
H 6.896 3.599 1.094 0.006 -0.025 0.006
H 8.314 -1.021 -0.244 -0.032 0.001 0.027
H 1.695 -4.641 -3.330 0.066 -0.327 -0.092
H 0.601 0.357 5.755 0.029 -0.020 -0.041
H -2.251 -1.952 5.780 0.018 0.125 -0.006
H 8.076 2.685 -0.872 0.078 -0.086 0.022
H 1.169 -4.503 -1.650 0.030 -0.243 0.285
H -0.214 -4.323 3.644 0.017 0.084 -0.042
H -8.630 5.052 -3.286 0.077 -0.054 0.078
H 2.985 -3.370 5.385 -0.024 -0.053 -0.126
H -5.694 2.827 -6.254 -0.010 -0.022 -0.020
H -6.637 1.464 -5.698 -0.018 0.002 0.024
H 9.435 1.594 0.820 -0.019 -0.062 -0.119
H -8.469 0.874 -4.397 0.019 0.039 0.019
H -2.642 -2.403 -3.619 0.264 -0.030 -0.323
H -6.972 4.398 -4.908 -0.005 -0.011 0.122
H -1.501 -4.337 5.700 0.003 -0.001 0.035
H -5.498 -0.243 -2.831 0.083 0.097 0.064
H -0.324 -0.795 -0.148 0.176 -0.153 -0.153
H 6.597 1.963 -1.470 -0.031 -0.107 0.046
H -6.775 0.083 -3.965 -0.051 0.040 0.031
H 2.742 -1.635 5.236 -0.026 0.029 -0.003
H -4.781 3.247 -4.047 -0.068 0.026 0.077
H -0.344 -3.324 6.529 0.005 0.021 -0.006
H 8.234 1.946 2.027 -0.034 -0.025 -0.031
H 4.168 -0.428 2.336 0.044 -0.009 -0.036
H -4.193 1.288 -1.909 -0.104 -0.018 -0.096
H 1.746 -2.605 6.329 -0.017 0.050 -0.030
H -1.989 -2.961 -2.243 0.305 -0.077 -0.058
H 6.045 4.056 -0.361 0.020 0.023 0.018
H -7.109 0.122 -2.229 -0.028 0.020 -0.003
H -1.931 -0.376 3.146 0.080 -0.049 -0.019
H 0.602 -1.807 -3.929 0.091 -0.334 -0.086
H 3.347 1.126 2.433 0.121 0.134 0.065
H 3.456 0.301 0.892 0.105 -0.075 -0.020
H 9.081 0.330 -1.079 0.036 0.097 0.097
H -9.729 1.984 -4.852 -0.006 0.132 0.027
H -4.509 1.560 -4.441 -0.008 -0.055 0.084
H 2.850 -2.526 -3.246 0.036 0.222 -0.237
H 0.846 -4.804 4.953 0.106 0.035 -0.020
H 1.811 0.290 -2.132 -0.108 0.529 0.242
H 0.085 -0.158 -4.012 -0.137 0.210 -0.233
H 8.795 0.291 1.814 -0.049 -0.024 0.004
H -9.587 1.471 -3.174 0.037 0.010 0.040
```
Forces are in eV/Å.

Summary:
Total charge: +1
F_max (hartree/bohr): 0.039
Spin multiplicity: 4
LUMO (alpha / beta) (eV): -3.0 / -3.0
Calculated total energy (hartree): -2519.79482

---

[5]
Entry from the OMol25 dataset: a molecular structure, C3H6N2O (ωB97M-V with the def2-TZVPD basis set).

The geometry in XYZ format:
```
12
Properties=species:S:1:pos:R:3:forces:R:3
O 0.683 2.034 -0.597 -0.072 0.381 0.177
N -1.719 0.139 1.109 -0.113 0.338 -0.359
N 0.717 -0.454 -1.245 -0.422 -1.412 1.489
C 0.921 -1.281 -0.289 2.118 -0.532 -2.256
C -0.541 0.545 0.916 0.186 1.549 -0.833
C -0.113 1.124 -0.546 -0.783 0.147 2.116
H 0.442 -0.798 -2.159 0.118 -0.461 0.090
H -2.019 0.155 2.084 0.391 -0.415 -0.001
H -1.011 1.018 -1.171 0.075 -0.137 -0.560
H 0.162 0.863 1.699 -0.021 -0.118 0.068
H 1.380 -1.000 0.652 -0.739 0.822 0.295
H 1.097 -2.346 -0.453 -0.738 -0.162 -0.225
```
Forces are in eV/Å.

Summary:
Total charge: 0
F_max (hartree/bohr): 0.061
Energy relative to the best compared isomer or geometry (same formula, charge and spin) (eV): 4.140
LUMO (eV): -0.1
Calculated total energy (hartree): -302.54096

---

[6]
Entry from the OMol25 dataset: 3 unconnected molecules or ions with the total composition C4H9NO (ωB97M-V with the def2-TZVPD basis set).

The geometry in XYZ format:
```
15
Properties=species:S:1:pos:R:3:forces:R:3
O 0.301 0.514 2.042 1.723 -0.840 -0.804
N 0.013 0.405 -0.319 -2.704 1.069 -0.776
C -1.484 1.288 1.296 -4.965 0.916 -3.524
C -0.259 0.641 0.927 0.093 0.519 2.900
C 1.255 -0.254 -0.657 0.202 -0.151 -0.825
C 1.029 -1.706 -1.078 0.022 -0.048 -0.031
H -1.312 0.922 -0.787 3.091 -1.630 1.181
H 0.579 -2.278 -0.256 0.101 0.130 -0.177
H 1.736 0.306 -1.469 -0.006 -0.150 0.145
H -1.616 2.372 1.291 0.887 -0.079 0.126
H 0.356 -1.759 -1.944 0.151 0.012 0.188
H 1.927 -0.214 0.219 -0.430 0.137 -0.146
H 1.980 -2.180 -1.351 -0.206 0.096 0.064
H -2.339 1.057 0.047 1.544 0.516 1.640
H -2.164 0.886 2.039 0.497 -0.497 0.038
```
Forces are in eV/Å.

Summary:
Total charge: 0
F_max (hartree/bohr): 0.120
Energy relative to the best compared isomer or geometry (same formula, charge and spin) (eV): 5.033
LUMO (eV): -0.1
Calculated total energy (hartree): -287.64751